{
  "formula": "C3H10OSi",
  "method": "ωB97M-V/def2-TZVPD",
  "species": ["C", "C", "C", "O", "Si", "H", "H", "H", "H", "H", "H", "H", "H", "H", "H"],
  "xyz": [[1.452685, -0.276095, 1.268990], [-1.720764, -0.569790, 0.913240], [-0.031049, 0.858564, -2.081606], [1.129890, 1.595862, -1.784914], [0.031347, -1.078173, 0.229203], [1.891705, 0.131632, 0.351452], [1.211944, 0.498183, 2.035619], [2.204295, -0.832156, 1.795253], [-2.369777, -0.901262, 0.065629], [-2.101288, -1.130543, 1.769969], [-2.063255, 0.400375, 1.109767], [0.177961, 0.296249, -2.954800], [-0.774090, 1.503691, -1.836042], [1.057148, 1.942881, -0.879188], [-0.096752, -2.439417, -0.002572]],
  "atomic_forces_ev_per_a": [[-0.6751, 0.0544, -0.5179], [-0.0783, -2.2758, -1.2912], [3.9627, -1.4195, 2.4898], [0.4534, -0.2380, 0.3463], [-1.5089, 4.4186, 0.7903], [0.7425, 0.7163, 0.5085], [-0.4824, -0.2667, -1.1059], [0.3545, -0.9258, -0.2083], [0.2392, 0.1024, 0.4681], [0.3982, -0.3826, 0.0923], [0.3151, 1.8454, 0.0718], [-0.7044, -0.2924, -0.7614], [-3.2930, 0.7834, 0.0065], [-0.0107, -0.0655, -0.5854], [0.2875, -2.0542, -0.3034]],
  "relative_energy_ev": 4.5557
}


{
  "formula": "C3H10S",
  "method": "ωB97M-V/def2-TZVPD",
  "species": ["C", "H", "H", "H", "H", "C", "C", "S", "H", "H", "H", "H", "H", "H"],
  "xyz": [[3.747097, -0.533330, -0.344940], [3.129701, -1.124504, -1.085354], [3.406098, 0.444603, -0.204132], [4.819913, -0.234363, -0.534548], [3.617546, -1.187757, 0.606005], [-1.433754, 0.726754, 0.578372], [-2.548170, -0.167027, 0.298693], [-2.946217, -0.237809, -1.396156], [-1.739306, 1.762499, 0.566599], [-0.426604, 0.235461, 0.050852], [-1.397751, 0.477751, 1.699701], [-2.500954, -1.195779, 0.735010], [-3.381533, 0.139904, 0.892931], [-2.346066, 0.893599, -1.863032]],
  "atomic_forces_ev_per_a": [[0.5830, -2.3167, 0.9509], [1.2809, 1.0946, 0.1950], [-1.5968, 1.2668, 0.4637], [-0.8770, -1.5569, -0.3028], [0.6016, 1.5130, -1.3065], [3.1422, -2.6773, 2.5189], [-1.5197, -1.3740, 0.6225], [-0.5988, -0.2777, -2.1939], [0.6528, 0.3394, -0.8661], [-2.4523, 2.2444, 1.2982], [1.0917, 0.8654, -1.1327], [0.8964, 0.4350, -0.8877], [-1.0013, 0.8590, 0.0732], [-0.2026, -0.4151, 0.5673]],
  "smiles": "CCS.C",
  "relative_energy_ev": 1.6304
}


{
  "formula": "C3H10S",
  "method": "ωB97M-V/def2-TZVPD",
  "species": ["C", "H", "H", "H", "H", "C", "S", "C", "H", "H", "H", "H", "H", "H"],
  "xyz": [[-1.612020, 4.153390, -1.305081], [-1.062208, 5.021874, -1.665957], [-1.109196, 3.261681, -1.692512], [-2.628015, 4.021851, -1.663431], [-1.576872, 4.097258, -0.210903], [-0.805191, -1.200580, 0.924339], [0.943172, -1.004419, 0.852308], [1.054551, -1.650374, -0.964909], [-1.298134, -2.116894, 0.539075], [-1.248827, -0.360159, 0.326268], [-1.048649, -1.075058, 1.991033], [1.884073, -2.207714, -1.391396], [0.041402, -1.969348, -1.212073], [1.109244, -0.645134, -1.374094]],
  "atomic_forces_ev_per_a": [[0.4715, -1.0027, 0.1541], [-0.4574, 0.0714, -0.0359], [0.2394, 0.1085, 0.1502], [-0.1616, 0.6726, 0.0142], [-0.0903, 0.1438, -0.2807], [-1.7270, 1.0919, -0.0477], [1.1627, -2.0190, -1.3637], [-0.5972, 2.5204, 0.7921], [0.8809, 0.1722, 0.3842], [0.0433, -0.6452, 0.7256], [-0.2957, 0.0319, -0.4519], [-0.0672, -0.4114, 0.8011], [0.4493, -0.6180, 0.0155], [0.1493, -0.1165, -0.8570]],
  "smiles": "CSC.C",
  "relative_energy_ev": 0.9651
}